(1)
15
Properties=species:S:1:pos:R:3:mulliken_charge:R:1 method="wB97M-V/def2-TZVPD" lumo_ev=0.51 homo_lumo_gap_ha=0.32767 homo_ha=-0.30897
C -0.047 0.174 -1.674 -1.15
C -0.507 -0.408 -0.370 0.43
O -1.643 -1.157 -0.477 -0.45
C 0.416 -0.636 0.680 -0.13
O 1.753 -0.608 0.319 -0.53
C 0.281 0.906 1.761 0.11
O 1.309 1.417 1.987 -0.37
H -0.910 0.455 -2.282 0.39
H 0.576 1.053 -1.496 0.31
H 0.554 -0.560 -2.221 0.33
H -1.188 0.968 0.209 0.07
H -1.714 -1.743 0.289 0.33
H 0.149 -1.434 1.385 0.27
H 2.223 -0.026 0.945 0.32
H -1.010 1.324 0.983 0.09

(2)
48
Properties=species:S:1:pos:R:3:mulliken_charge:R:1 method="wB97M-V/def2-TZVPD" lumo_ev=-6.71 homo_lumo_gap_ha=0.28752 charge=+2 homo_ha=-0.53409
Sc -0.307 0.595 0.147 1.15
C 3.149 0.480 1.558 -1.56
C 2.161 -0.660 1.444 1.61
C 2.789 -2.027 1.544 -1.66
O 1.479 -0.552 0.085 -0.53
C 1.022 -0.474 2.465 0.23
O 1.064 -0.910 3.565 -0.45
O 0.001 0.273 1.968 -0.53
H 3.939 0.377 0.812 0.39
H 3.607 0.448 2.547 0.40
H 2.668 1.452 1.438 0.30
H 3.590 -2.144 0.810 0.51
H 2.053 -2.822 1.424 0.43
H 3.226 -2.132 2.535 0.38
H 1.946 -1.149 -0.515 0.33
C -2.203 4.118 -2.126 -0.76
N -0.837 3.910 -2.606 0.14
C -0.374 4.245 -3.865 -0.07
C 0.945 3.961 -3.900 -0.55
N 1.261 3.442 -2.663 0.01
C 0.173 3.418 -1.878 0.23
S 0.135 3.011 -0.192 -0.37
H -2.752 4.650 -2.896 0.31
H -2.181 4.713 -1.216 0.35
H -2.679 3.159 -1.935 0.27
H -1.019 4.665 -4.616 0.43
H 1.673 4.082 -4.681 0.43
H 2.186 3.199 -2.343 0.22
N -9.209 -5.009 -2.495 -0.40
C -8.394 -4.268 -2.174 -0.07
C -7.372 -3.338 -1.776 0.44
C -7.392 -2.039 -2.280 -0.76
C -6.406 -1.143 -1.907 -0.44
C -5.421 -1.569 -1.030 0.51
C -5.392 -2.851 -0.507 -0.32
C -6.377 -3.746 -0.891 -0.75
N -4.390 -0.638 -0.640 0.20
C -4.580 0.585 -0.037 -0.46
C -3.347 1.109 0.164 -0.92
N -2.394 0.216 -0.317 0.12
C -3.079 -0.826 -0.789 -0.38
H -8.175 -1.743 -2.964 0.46
H -6.393 -0.134 -2.298 0.48
H -4.627 -3.134 0.203 0.49
H -6.386 -4.754 -0.499 0.47
H -5.564 0.944 0.209 0.52
H -3.075 2.040 0.634 0.65
H -2.671 -1.715 -1.245 0.49

(3)
67
Properties=species:S:1:pos:R:3:mulliken_charge:R:1 method="wB97M-V/def2-TZVPD" lumo_ev=0.29 homo_lumo_gap_ha=0.31612 homo_ha=-0.30533
C -3.741 -3.930 -0.052 -1.64
C -2.280 -4.139 0.213 1.12
C -1.834 -5.154 1.035 -0.74
C -0.478 -5.329 1.311 -0.84
C 0.452 -4.471 0.779 -0.85
C 0.042 -3.427 -0.060 0.68
C 0.950 -2.461 -0.587 -0.01
C 0.536 -1.419 -1.345 0.97
C 1.432 -0.278 -1.755 -1.93
N 1.684 0.706 -0.703 0.47
C 2.446 0.190 0.422 -0.79
C 3.854 -0.306 0.027 0.39
C 4.597 0.672 -0.906 -0.78
C 5.680 1.302 -0.018 -0.64
C 5.328 0.788 1.384 -0.51
O 4.657 -0.436 1.187 -0.53
C 0.504 1.493 -0.359 0.17
C -0.554 0.699 0.341 -1.06
N -0.373 -0.183 1.300 -0.01
N -1.562 -0.691 1.585 -1.10
N -2.467 -0.170 0.868 -0.31
N -1.885 0.728 0.067 1.31
C -2.661 1.492 -0.883 0.08
C -3.937 1.939 -0.259 -0.31
C -5.203 1.436 -0.319 -0.54
C -5.996 2.266 0.510 -0.45
C -5.153 3.205 1.013 -0.54
O -3.905 3.017 0.556 -0.25
C 0.845 2.753 0.473 0.51
C 1.951 3.557 -0.204 -1.32
C -0.386 3.639 0.661 -1.79
C -0.861 -1.330 -1.748 -0.03
O -1.317 -0.487 -2.515 -0.76
N -1.693 -2.276 -1.210 0.16
C -1.325 -3.280 -0.354 -0.18
H -3.967 -4.026 -1.115 0.38
H -4.330 -4.667 0.487 0.38
H -4.042 -2.938 0.284 0.33
H -2.554 -5.824 1.481 0.38
H -0.168 -6.134 1.959 0.38
H 1.501 -4.579 1.005 0.47
H 1.994 -2.573 -0.334 0.36
H 0.961 0.245 -2.592 0.46
H 2.401 -0.658 -2.082 0.74
H 2.585 1.006 1.130 0.23
H 1.920 -0.614 0.955 0.18
H 3.795 -1.309 -0.404 0.30
H 3.900 1.408 -1.300 0.31
H 5.042 0.141 -1.746 0.41
H 5.677 2.389 -0.059 0.34
H 6.669 0.948 -0.309 0.28
H 6.201 0.584 2.006 0.40
H 4.682 1.505 1.910 0.23
H 0.088 1.826 -1.319 0.86
H -2.857 0.863 -1.757 0.37
H -2.068 2.355 -1.193 0.26
H -5.528 0.586 -0.883 0.50
H -7.045 2.171 0.701 0.45
H -5.310 4.029 1.680 0.45
H 1.176 2.434 1.465 0.41
H 1.641 3.858 -1.202 0.33
H 2.859 2.971 -0.289 -0.05
H 2.167 4.452 0.375 0.50
H -1.195 3.110 1.158 0.35
H -0.744 4.016 -0.296 0.29
H -0.126 4.496 1.279 0.55
H -2.674 -2.186 -1.447 0.23

(4)
14
Properties=species:S:1:pos:R:3:mulliken_charge:R:1 method="wB97M-V/def2-TZVPD" lumo_ev=-3.77 homo_lumo_gap_ha=0.38133 charge=+1 homo_ha=-0.51996
N 0.378 0.844 0.951 -0.33
C 0.300 -0.046 -0.027 0.47
C 1.304 -1.532 0.354 -0.25
O 1.746 -1.433 1.627 -0.50
N -0.604 -0.203 -0.912 -0.48
N -1.568 0.909 -1.380 -0.31
H 0.865 0.674 1.782 0.19
H -0.070 1.740 0.895 0.17
H 0.832 -2.429 0.050 0.37
H 2.200 -1.321 -0.330 0.24
H 1.585 -2.205 2.178 0.33
H -1.901 0.615 -2.226 0.32
H -1.222 1.892 -1.480 0.37
H -2.410 0.847 -0.667 0.40

(5)
6
Properties=species:S:1:pos:R:3:mulliken_charge:R:1 method="wB97M-V/def2-TZVPD" lumo_ev=-0.25 homo_lumo_gap_ha=0.37816 homo_ha=-0.38747
C -0.366 -0.090 0.407 0.16
O 0.857 0.509 -1.079 -0.60
Cl -1.002 -1.633 0.032 -0.07
Cl -1.515 1.155 0.158 -0.06
H 0.310 -0.112 1.277 0.29
H 1.717 0.171 -0.795 0.28

(6)
17
Properties=species:S:1:pos:R:3:mulliken_charge:R:1 method="wB97M-V/def2-TZVPD" lumo_ev=-0.36 homo_lumo_gap_ha=0.28371 homo_ha=-0.29705
O 1.126 1.561 -1.533 -0.71
C 1.984 1.344 -0.602 0.72
O 3.123 2.146 -0.662 -0.44
C 1.769 0.482 0.572 -0.59
C 0.829 -0.407 0.991 0.00
C -0.272 -0.801 0.378 0.42
C -1.389 -1.527 0.987 -0.58
C -2.436 -1.400 0.034 -0.39
C -2.159 -0.349 -0.873 -0.47
N -0.928 -0.091 -0.618 -0.03
H 2.764 2.706 -1.289 0.31
H 2.479 0.804 1.574 0.11
H 1.092 -1.000 1.893 0.25
H -1.026 -2.355 1.598 0.33
H -3.377 -2.045 0.090 0.29
H -2.774 0.060 -1.525 0.53
H -0.804 0.873 -1.014 0.25

(7)
25
Properties=species:S:1:pos:R:3:mulliken_charge:R:1 method="wB97M-V/def2-TZVPD" lumo_ev=-3.27 homo_lumo_gap_ha=0.36330 charge=+1 homo_ha=-0.48352
N -1.439 0.477 0.626 -0.24
C -1.047 -0.787 1.284 -0.88
C 0.500 -0.896 1.276 -0.65
N 1.069 -0.253 0.070 -0.03
C 1.475 -1.148 -1.154 -0.16
C 0.334 -1.083 -2.165 -1.23
C 2.425 0.361 0.479 -1.06
H -0.747 0.607 -0.113 0.31
H -2.407 0.622 0.425 0.36
H -1.057 1.306 1.176 0.39
H -1.368 -0.963 2.315 0.38
H -1.319 -1.558 0.730 0.47
H 0.687 -1.993 1.263 0.30
H 1.152 -0.649 2.155 0.53
H 1.422 -2.258 -0.813 0.24
H 2.484 -0.720 -1.450 0.28
H 0.429 -1.910 -2.873 0.36
H -0.621 -1.032 -1.748 0.29
H 0.448 -0.217 -2.819 0.33
H 2.168 1.409 0.728 0.36
H 3.255 0.337 -0.201 0.36
H 2.819 0.100 1.534 0.28
H -2.872 3.569 -0.308 0.30
H -4.145 3.636 0.127 0.35
O -3.645 3.044 -0.546 -0.64

(8)
70
Properties=species:S:1:pos:R:3:mulliken_spin:R:1 method="wB97M-V/def2-TZVPD" lumo_ev="-3.68 / -4.01" homo_lumo_gap_ha="0.27302 / 0.27294" charge=+1 multiplicity=4 homo_ha="-0.40841 / -0.42016"
Tc 0.962 -0.539 0.028 2.70
O 2.537 -0.369 -1.256 0.01
S 2.948 -1.820 -1.115 0.03
O 3.443 -2.480 -2.261 -0.01
O 1.644 -2.404 -0.577 0.05
C 4.277 -1.629 0.065 0.01
C 5.444 -2.268 -0.298 0.00
C 6.643 -1.952 0.339 0.00
C 6.673 -0.971 1.302 0.00
C 5.496 -0.331 1.692 0.00
C 4.297 -0.646 1.094 0.01
S 2.841 -0.057 1.963 0.00
O 3.258 0.597 3.151 0.00
O 2.060 -1.292 2.042 0.02
O 1.990 0.886 1.087 0.13
H 5.424 -2.987 -1.105 0.00
H 7.550 -2.465 0.051 0.00
H 7.607 -0.706 1.780 0.00
H 5.500 0.392 2.496 0.00
C -0.682 -0.845 -5.115 0.00
C -0.847 0.010 -3.878 0.00
C -0.708 1.487 -4.215 0.00
O 0.234 -0.301 -2.943 0.03
B -0.296 -0.233 -1.692 -0.23
O -1.653 -0.065 -1.663 0.10
C -2.118 -0.314 -3.036 0.01
C -3.305 0.581 -3.314 0.00
C -2.521 -1.779 -3.086 0.00
H 0.185 -0.506 -5.681 0.00
H -1.562 -0.760 -5.756 0.00
H -0.532 -1.892 -4.860 0.00
H 0.295 1.664 -4.601 0.00
H -0.845 2.113 -3.330 0.00
H -1.430 1.790 -4.974 0.00
H -3.089 1.625 -3.087 0.00
H -4.163 0.258 -2.721 0.00
H -3.588 0.514 -4.367 0.00
H -1.658 -2.436 -2.971 0.00
H -3.019 -2.018 -4.026 0.00
H -3.212 -1.980 -2.267 0.00
C -1.469 1.032 4.649 0.00
O -1.611 1.255 3.246 0.00
C -0.664 1.966 2.611 -0.03
C 0.498 2.431 3.219 0.00
C 1.365 3.270 2.539 0.01
C 1.089 3.673 1.241 0.00
C -0.033 3.173 0.615 0.00
C -0.887 2.294 1.270 0.05
N -2.043 1.905 0.519 0.00
C -2.905 0.927 0.570 0.01
C -2.900 -0.290 1.317 0.00
C -4.173 -0.728 1.735 -0.01
C -4.326 -1.830 2.536 0.02
C -3.185 -2.555 2.902 -0.01
C -1.939 -2.185 2.449 0.04
C -1.768 -1.057 1.634 -0.01
O -0.541 -0.824 1.201 0.10
H -2.392 0.556 4.964 0.00
H -1.337 1.974 5.181 0.00
H -0.630 0.366 4.851 0.00
H 0.716 2.152 4.240 0.00
H 2.261 3.619 3.035 0.00
H 1.753 4.344 0.714 0.00
H -0.247 3.448 -0.413 -0.01
H -2.261 2.588 -0.196 0.00
H -3.769 1.098 -0.064 0.00
H -5.040 -0.145 1.447 0.00
H -5.308 -2.138 2.866 0.00
H -3.281 -3.430 3.531 0.00
H -1.054 -2.760 2.692 0.00